# 1
The following is a quantum chemistry calculation of a cluster of 2 separate species, CH4S3 in total at a distorted geometry, from the Open Molecules 2025 dataset.

```
8
Properties=species:S:1:pos:R:3:mulliken_charge:R:1
S -0.77968 0.28504 1.29411 -0.204
C 0.62996 -0.03481 0.65846 -0.225
S 1.72022 -1.44580 0.95971 -0.108
H 1.24193 0.71197 0.08746 0.390
H 0.74301 -2.08100 1.54347 0.152
S -1.37863 1.21353 -2.04061 -0.244
H -1.88977 1.02577 -0.81899 0.105
H -0.28705 0.32530 -1.68361 0.135
```

The total charge is 0. The HOMO-LUMO gap comes out at 8.4 eV. The value obtained for the energy relative to the best compared isomer or geometry (same formula, charge and spin) is 27.84 kcal/mol. The structure (SMILES) is S=CS.S. The value obtained for the max |F| is 3.036 eV/Å.

***

# 2
The following is a quantum chemistry calculation of a structure of composition C15H19N3O7Pd, from the Open Molecules 2025 dataset.

```
45
Properties=species:S:1:pos:R:3:mulliken_charge:R:1
Pd -0.84496 0.49267 -0.61104 0.847
C 0.30471 -4.90165 -0.84606 -0.981
N 1.00597 -3.63054 -0.66943 0.040
C 2.46526 -3.68179 -0.68240 -0.981
C 0.37539 -2.47458 -0.47066 1.123
O 0.91850 -1.38226 -0.33022 -0.667
C -1.15490 -2.51643 -0.43425 -1.067
O -1.67211 -1.29047 0.12787 -0.510
C -1.71397 -1.25473 1.56042 -0.921
C -0.77724 -0.18240 2.09293 0.823
O -0.21718 0.62574 1.29031 -0.617
N -0.57965 -0.09328 3.38696 0.078
C 0.28790 0.94740 3.94528 -0.937
C -1.29293 -0.89467 4.38429 -0.927
H 0.95587 -5.56948 -1.40415 0.341
H 0.07337 -5.37248 0.11138 0.312
H -0.60707 -4.77848 -1.42705 0.384
H 2.80987 -4.07250 -1.63909 0.343
H 2.85987 -2.68299 -0.53167 0.284
H 2.81161 -4.33782 0.11640 0.376
H -1.57339 -2.57630 -1.43924 0.502
H -1.54354 -3.34899 0.15017 0.489
H -2.73968 -1.03495 1.86413 0.532
H -1.43160 -2.23354 1.94543 0.583
H 0.90545 1.37326 3.16433 0.237
H -0.31871 1.72785 4.40445 0.363
H 0.92069 0.49347 4.70483 0.342
H -1.78806 -1.75239 3.94271 0.366
H -0.57591 -1.24898 5.12168 0.338
H -2.03701 -0.27397 4.88350 0.337
O 1.08635 6.67641 -4.45947 -0.361
C 1.80933 6.85854 -3.57281 0.829
O 2.50344 6.96230 -2.64992 -0.380
C 0.59421 4.25956 -2.47599 0.158
C 1.30654 4.19243 -1.35174 -0.783
C 0.87670 3.00309 -0.71776 -0.328
N -0.06896 2.25889 -1.29290 -0.151
C -0.60945 2.57349 -2.45726 0.701
C -0.30827 3.73313 -3.24888 -0.179
C -1.63255 1.55100 -3.09266 0.480
O -2.12876 1.83107 -4.13658 -0.536
O -1.79707 0.54945 -2.29895 -0.623
H 2.05664 4.88488 -0.98934 0.564
H 1.29164 2.68736 0.23180 0.535
H -0.80635 3.90365 -4.19938 0.644
```

The total charge is +2. The HOMO-LUMO gap comes out at 5.5 eV. The value obtained for the max |F| is 0.970 eV/Å.

***

# 3
The following is a quantum chemistry calculation of a cluster of 20 separate species, C2H38F6NO23S2 in total at a distorted geometry, from the Open Molecules 2025 dataset.

```
72
Properties=species:S:1:pos:R:3:mulliken_charge:R:1
C -0.17345 -1.26118 1.18330 0.698
F -1.05837 -1.72911 2.01508 -0.208
F -0.08955 0.10580 1.23135 -0.226
F 1.01988 -1.76812 1.44122 -0.228
S -0.52596 -1.75751 -0.74988 0.905
O 0.74574 -2.26162 -1.31141 -0.550
O -1.57794 -2.76967 -0.68985 -0.644
N -1.13853 -0.22991 -1.39174 -0.336
S 0.11321 0.24669 -2.24438 1.009
O 1.36422 0.49894 -1.53735 -0.617
O 0.35266 -0.51021 -3.45427 -0.626
C -0.36977 2.05749 -2.79194 0.494
F -1.59663 2.13240 -3.40196 -0.236
F -0.39252 2.89336 -1.72182 -0.224
F 0.52360 2.55706 -3.63275 -0.205
O 6.11919 -0.42470 0.30389 -0.640
H 5.36830 0.06479 -0.03193 0.326
H 6.01861 -0.39553 1.25535 0.311
O 3.37530 7.51727 -5.60935 -0.635
H 2.96641 7.17863 -6.40581 0.321
H 4.00820 8.16425 -5.92094 0.315
O 0.05152 -7.02609 5.85842 -0.640
H -0.81650 -6.62283 5.87035 0.332
H 0.57154 -6.49423 6.46086 0.305
O 5.62056 4.75104 -3.30022 -0.631
H 6.27046 5.34366 -2.92252 0.307
H 5.13372 5.29302 -3.92109 0.324
O 2.80134 3.24201 5.67540 -0.635
H 3.42448 3.04068 6.37353 0.305
H 3.00786 2.61586 4.98147 0.332
O -6.30732 -3.97322 0.59493 -0.644
H -5.37368 -4.05968 0.40244 0.331
H -6.41264 -3.06193 0.86823 0.314
O 4.31951 4.01683 1.16264 -0.637
H 3.92293 4.82859 1.47893 0.308
H 3.87761 3.84169 0.33181 0.330
O -4.85891 0.04291 6.99739 -0.635
H -5.04205 -0.14549 7.91782 0.312
H -3.93293 -0.17334 6.88779 0.321
O -0.75552 -1.31669 8.12106 -0.622
H -0.13552 -1.92402 8.52478 0.310
H -0.42724 -0.44831 8.35424 0.314
O 6.40539 -4.78672 -0.93729 -0.650
H 5.58257 -4.35673 -0.70430 0.329
H 7.02691 -4.06820 -1.05428 0.321
O 4.64164 -1.66390 -5.30820 -0.624
H 3.69740 -1.78181 -5.41182 0.319
H 5.03034 -2.32474 -5.88129 0.306
O -3.72094 1.89813 0.96818 -0.657
H -3.04610 2.39878 1.42661 0.312
H -3.23869 1.37730 0.32599 0.337
O 4.74610 -0.49136 4.60882 -0.616
H 3.99760 -1.07312 4.74125 0.317
H 4.88658 -0.08279 5.46297 0.301
O -3.44549 -4.75514 6.92767 -0.622
H -3.00040 -3.90781 6.91494 0.316
H -4.30356 -4.56977 7.30925 0.308
O -2.26052 -3.83504 -5.50402 -0.623
H -2.99739 -3.38165 -5.09451 0.319
H -1.67499 -3.13322 -5.78839 0.308
O -3.13363 7.87434 -5.90351 -0.654
H -3.66153 7.66957 -5.13175 0.327
H -2.73173 7.04056 -6.14749 0.318
O -2.49267 -7.87101 -4.03547 -0.647
H -2.44903 -6.93284 -4.22031 0.330
H -3.36494 -8.00204 -3.66370 0.310
O -4.96788 -1.05048 -3.48359 -0.627
H -4.27341 -0.81676 -2.86771 0.326
H -5.46549 -0.24147 -3.60249 0.299
O -5.03688 6.39192 -2.69350 -0.622
H -5.53069 5.57317 -2.64834 0.319
H -5.21037 6.82327 -1.85679 0.312
```

The total charge is -1. The HOMO-LUMO gap comes out at 8.0 eV. The value obtained for the max |F| is 3.523 eV/Å.

***

# 4
The following is a quantum chemistry calculation of the molecule C26H22N6O5 at a distorted geometry, from the Open Molecules 2025 dataset.

```
59
Properties=species:S:1:pos:R:3:mulliken_charge:R:1
C 6.71995 -1.24093 1.98962 -1.152
N 5.64825 -1.70116 1.12090 -0.036
C 4.57452 -0.81381 0.98325 0.172
O 4.58328 0.26491 1.55040 -0.696
C 3.56380 -1.34595 0.12971 -0.043
C 3.71056 -2.56807 -0.50674 1.067
N 2.65570 -2.82441 -1.30793 -0.916
C 1.86333 -1.76594 -1.16374 0.249
N 0.70721 -1.69803 -1.87618 -0.293
N -0.16936 -0.70132 -1.81153 -0.134
C -1.24661 -0.75728 -2.49757 -0.589
C -2.24232 0.28544 -2.41985 0.880
C -3.47074 0.12200 -3.06471 -1.022
C -4.46083 1.07565 -2.95259 -0.824
C -4.23349 2.21731 -2.19432 0.327
O -5.22577 3.16985 -2.12782 -0.425
C -5.60436 3.73556 -0.96012 0.296
O -6.18325 4.78990 -0.96912 -0.565
C -5.34263 3.00045 0.28523 0.364
C -5.45768 3.46517 1.57437 -0.411
C -5.14871 2.37649 2.41283 -0.534
C -4.88066 1.32913 1.58008 -0.468
O -4.99301 1.69137 0.30045 -0.167
C -2.99836 2.41817 -1.58315 0.047
C -2.01817 1.45768 -1.69046 -0.211
N 2.35361 -0.83511 -0.31530 0.247
C 1.75614 0.39512 0.16229 -1.669
C 0.95609 0.15635 1.42258 0.837
C 1.56933 0.27373 2.66349 -0.475
C 0.85022 0.03818 3.82226 -0.732
C -0.48653 -0.31556 3.75193 -0.499
C -1.10108 -0.43504 2.51723 -0.745
C -0.38394 -0.20313 1.35670 0.087
N 4.79948 -3.35683 -0.31949 0.003
C 4.90321 -4.62438 -1.00798 -1.104
C 5.81272 -2.93880 0.51881 0.842
O 6.79510 -3.62351 0.71211 -0.694
H 7.49291 -2.00397 2.01131 0.379
H 7.12028 -0.30215 1.60704 0.321
H 6.32620 -1.06794 2.99107 0.309
H 0.53042 -2.51319 -2.46591 0.383
H -1.46462 -1.61416 -3.14426 0.309
H -3.65346 -0.77008 -3.64571 0.363
H -5.41556 0.94917 -3.43781 0.487
H -5.72591 4.46120 1.85906 0.548
H -5.13066 2.36962 3.48279 0.463
H -4.61213 0.30974 1.77568 0.512
H -2.82078 3.32519 -1.02326 0.481
H -1.06412 1.60563 -1.21136 0.319
H 2.57699 1.08374 0.37569 0.653
H 1.12030 0.79084 -0.63033 0.488
H 2.61122 0.55172 2.71626 0.514
H 1.33444 0.13351 4.78279 0.400
H -1.04829 -0.49716 4.65646 0.387
H -2.14392 -0.71137 2.45696 0.405
H -0.86567 -0.29698 0.39526 0.234
H 4.02630 -5.23105 -0.78560 0.329
H 5.80816 -5.11841 -0.66071 0.383
H 4.95430 -4.45768 -2.08406 0.321
```

The total charge is 0. The HOMO-LUMO gap comes out at 7.6 eV. The structure (SMILES) is Cn1c(=O)c2c(nc(N/N=C/c3ccc(OC(=O)c4ccco4)cc3)n2Cc2ccccc2)n(C)c1=O. The value obtained for the max |F| is 1.463 eV/Å.

***

HOMO level values, unit eV, following the record order: -9.18 -14.95 -6.86 -7.72.